[1]
21
Properties=species:S:1:pos:R:3:lowdin_charge:R:1 method="wB97M-V/def2-TZVPD" gap_ev=9.73 lumo_ev=-3.521 charge=+1
C -1.574 1.426 -1.777 -0.15
Pb 0.300 1.442 -0.320 1.47
N 2.396 0.423 1.135 -0.03
N 1.573 -0.254 -1.761 -0.02
H 2.046 -0.486 1.454 0.04
H -0.781 2.335 -1.415 -0.06
H -2.563 1.820 -1.531 0.07
H -1.512 0.401 -1.367 0.02
H -1.470 1.368 -2.866 0.06
H 1.619 -1.072 -1.145 0.05
H 2.510 -0.040 -2.107 0.07
H 0.994 -0.517 -2.562 0.06
H 3.290 0.267 0.663 0.05
H 2.590 0.973 1.977 0.06
C -1.715 -1.601 1.988 0.01
C -0.870 -0.581 1.273 -0.69
O -0.622 0.553 1.814 -0.13
O -0.436 -0.882 0.092 -0.17
H -1.952 -1.256 2.998 0.09
H -1.175 -2.554 2.031 0.10
H -2.647 -1.762 1.427 0.10

[2]
21
Properties=species:S:1:pos:R:3:lowdin_charge:R:1 method="wB97M-V/def2-TZVPD" gap_ev=4.91 lumo_ev=-9.565 charge=+1
N 0.154 0.703 -1.618 0.19
C 1.402 0.208 -1.053 -0.09
C 1.380 0.241 0.499 -0.29
N 0.391 -0.621 1.169 0.15
C 0.200 -1.981 0.641 -0.02
O 1.205 1.578 0.894 0.06
H 0.241 0.887 -2.601 0.13
H -0.714 0.216 -1.406 0.06
H -0.466 -0.132 1.320 0.09
H 1.696 -0.755 -1.419 0.14
H 2.219 0.897 -1.352 0.16
H 2.354 -0.079 0.826 0.19
H -0.267 -1.980 -0.323 0.09
H -0.487 -2.509 1.278 0.11
H 1.201 -2.499 0.629 0.13
H -2.040 0.632 0.232 -0.02
H -3.188 -0.294 -0.460 0.05
O -2.235 -0.264 -0.344 -0.12
H 0.181 1.785 0.940 0.07
H -1.889 2.373 1.239 0.11
O -1.338 1.593 0.908 -0.18

[3]
23
Properties=species:S:1:pos:R:3:lowdin_charge:R:1 method="wB97M-V/def2-TZVPD" gap_ev=7.98 lumo_ev=3.756 charge=-1
O -1.667 2.041 -2.007 0.05
C -1.922 0.998 -1.474 -0.48
N -2.813 0.937 -0.352 0.10
C -1.104 -0.367 -1.550 -0.11
N 0.385 0.035 -1.759 -0.04
C 0.771 1.072 -0.740 -0.43
O 0.474 0.587 0.509 -0.33
H -2.345 0.299 0.284 0.06
H -2.841 1.828 0.140 0.09
H -1.365 -0.898 -2.452 0.10
H -1.209 -0.817 -0.585 0.06
H 0.875 -0.837 -1.582 0.08
H 0.294 2.012 -0.904 0.07
H 1.853 1.298 -0.948 0.10
H 2.116 0.554 3.191 0.03
H 0.952 0.432 2.326 0.00
O 1.194 0.282 3.282 -0.11
H 0.834 -1.536 2.173 0.00
H 0.026 -0.986 0.883 0.01
O 0.415 -1.808 1.345 -0.16
H 2.540 -1.894 0.747 0.01
H 2.062 -3.133 1.415 0.01
O 2.856 -2.772 0.999 -0.10

[4]
20
Properties=species:S:1:pos:R:3:lowdin_charge:R:1 method="wB97M-V/def2-TZVPD" gap_ev="7.19 / 7.16" lumo_ev="-7.979 / -7.995" charge=+2
C -1.879 -0.300 -0.299 -0.44
C 0.173 1.430 -0.201 -0.50
C 1.734 -1.645 -0.326 -0.44
N -2.895 -1.072 0.406 0.15
N 1.471 1.958 0.294 0.04
P -0.299 -0.117 0.741 0.94
S 3.169 -0.796 0.078 0.80
H -2.085 0.722 -0.765 0.12
H -1.650 -0.777 -1.168 0.06
H -0.679 2.144 -0.162 0.10
H 0.280 1.198 -1.314 0.12
H 1.361 -1.452 -1.287 -0.01
H 1.657 -2.604 0.136 0.02
H -2.217 -1.734 0.891 0.17
H -3.537 -1.491 -0.204 0.15
H -3.378 -0.381 1.100 0.23
H 2.280 1.304 0.031 0.05
H 1.777 2.823 -0.389 0.24
H 1.297 2.440 1.310 0.24
H 3.419 -1.651 1.126 -0.04

[5]
19
Properties=species:S:1:pos:R:3:mulliken_spin:R:1 method="wB97M-V/def2-TZVPD" gap_ev="6.31 / 7.59" lumo_ev="-3.029 / -6.036" spin_multiplicity=3 charge=+1
C -1.712 0.974 0.806 0.03
C -2.188 -0.972 -0.540 0.02
C 0.143 -0.533 0.634 0.94
N 3.166 -0.433 -0.926 0.07
N -1.128 -0.022 -0.095 -0.03
Si 2.532 0.841 -0.056 0.77
H -2.001 0.535 1.674 0.00
H -0.854 1.762 1.138 0.00
H -2.630 1.391 0.325 0.00
H -2.916 -1.367 0.175 0.00
H -2.796 -0.438 -1.268 0.00
H -1.619 -1.786 -1.062 0.00
H 0.190 -0.480 1.708 -0.01
H 0.437 -1.450 0.209 0.04
H 3.400 -1.323 -0.310 0.00
H 3.808 -0.415 -1.618 0.02
H -0.813 0.520 -0.963 0.02
H 1.933 1.708 -1.114 0.03
H 3.050 1.487 1.281 0.10

[6]
19
Properties=species:S:1:pos:R:3:mulliken_spin:R:1 method="wB97M-V/def2-TZVPD" gap_ev="2.74 / 9.23" lumo_ev="3.947 / 3.931" spin_multiplicity=2 charge=-1
C -2.804 3.214 1.552 0.21
C -2.933 1.899 0.781 0.40
N -1.823 1.630 -0.119 0.82
H -2.252 3.075 2.481 -0.06
H -2.256 3.918 0.933 -0.09
H -3.763 3.719 1.695 -0.02
H -3.007 1.073 1.490 -0.16
H -3.872 1.851 0.228 -0.03
H -1.147 0.953 0.235 -0.28
H -2.071 1.646 -1.089 -0.30
N 2.721 -1.921 0.061 0.49
C 2.658 -2.360 -1.307 1.17
N 3.699 -3.362 -1.614 -0.14
H 2.027 -2.395 0.626 -0.25
H 2.536 -0.930 0.197 -0.31
H 1.712 -2.834 -1.557 -0.21
H 2.808 -1.522 -1.981 -0.21
H 4.432 -3.347 -0.919 0.04
H 3.335 -4.305 -1.693 -0.06

Here are the calculated ΔE to the lowest compared entry with this formula, charge and spin numbers, same order: 0.00, 791.76, 135.24, 347.17, 121.95, 0.00 (kJ/mol).